No. 1
C39H44N6O3Pd as an isolated structure, computed with ωB97M-V/def2-TZVPD.

Structure (ORCA input):
```
! wB97M-V def2-TZVPD RIJCOSX def2/J DEFGRID3
* xyz 2 5
Pd -0.03252 1.15967 0.63085
N 0.45054 1.06255 2.82597
N 1.64835 0.34254 2.98036
C 2.47396 0.11131 1.85741
O 3.59999 -0.31633 2.07611
O 1.95026 0.32565 0.70895
H 0.52008 2.02723 3.14209
H -0.29113 0.60410 3.34448
H 2.13008 0.43511 3.86243
C -4.36303 -0.57067 3.45571
C -5.31002 -1.08372 2.40320
C -6.68579 -1.06393 2.62566
C -7.57783 -1.56814 1.69307
C -7.11332 -2.11097 0.50253
C -5.75352 -2.12423 0.24682
C -4.86584 -1.61009 1.18634
N -3.46199 -1.63636 0.87959
C -2.69002 -0.53801 0.73466
N -3.43916 0.63352 0.62695
C -3.09722 1.93725 0.63462
C -1.74397 2.36968 0.84888
C -1.58282 3.73302 1.02188
C -2.64698 4.62430 0.90485
C -3.95408 4.17446 0.61511
C -4.21216 2.84618 0.46881
C -5.59886 2.33276 0.20666
N -1.40665 -0.55271 0.62952
C -0.76430 -1.83096 0.61817
C -0.13095 -2.28938 1.76920
C 0.50704 -3.52054 1.77557
C 0.51398 -4.29787 0.62311
C -0.10180 -3.82755 -0.52765
C -0.74568 -2.59030 -0.55938
C -1.40417 -2.11531 -1.82827
H -4.76814 -0.75963 4.44813
H -4.21088 0.50954 3.37177
H -3.38907 -1.05694 3.39465
H -7.05788 -0.66811 3.56281
H -8.63892 -1.55037 1.90234
H -7.80546 -2.51747 -0.22185
H -5.36847 -2.53036 -0.68047
H -2.98795 -2.52683 0.82790
H -4.43439 0.44044 0.56297
H -0.59118 4.13435 1.18863
H -2.46952 5.68808 1.00232
H -4.75549 4.89446 0.51501
H -6.27559 3.16081 0.01175
H -5.99729 1.78537 1.06822
H -5.63544 1.67019 -0.66215
H -0.12946 -1.67767 2.66138
H 0.98460 -3.87315 2.68048
H 0.99598 -5.26669 0.62015
H -0.08624 -4.43128 -1.42757
H -0.79298 -2.36777 -2.69467
H -1.56601 -1.03823 -1.82698
H -2.37270 -2.59957 -1.97395
C 4.20200 0.34102 -5.27897
C 3.71929 1.02874 -4.03518
C 4.59625 1.69618 -3.19205
C 4.16172 2.34623 -2.04256
C 5.19733 3.02775 -1.18119
C 2.78735 2.33394 -1.72770
C 2.37449 3.05752 -0.52665
O 1.26036 3.10610 -0.01709
C 1.87797 1.66756 -2.58127
C 0.38965 1.66431 -2.36192
C 2.36313 1.02386 -3.70628
H 5.27209 0.47689 -5.42144
H 3.68868 0.73332 -6.15773
H 3.99531 -0.73012 -5.23741
H 5.65065 1.72406 -3.44243
H 6.18442 2.90056 -1.62063
H 5.22378 2.60880 -0.17384
H 5.01946 4.10004 -1.09394
H 3.17280 3.63328 -0.04158
H -0.01057 2.66099 -2.18807
H 0.13458 1.04731 -1.48664
H -0.11878 1.20794 -3.20983
H 1.66312 0.53237 -4.37383
N 2.81966 -1.93327 -0.57388
C 4.09784 -1.92395 -0.24575
C 4.56139 -2.69864 0.86126
C 5.88887 -2.69124 1.17651
C 6.78202 -1.91729 0.42331
C 6.33560 -1.14453 -0.66641
C 5.01741 -1.14270 -1.00915
H 2.13601 -2.36925 0.03301
H 2.47196 -1.31356 -1.29078
H 3.84397 -3.26816 1.43693
H 6.25123 -3.26626 2.01661
H 7.83191 -1.90994 0.68326
H 7.04626 -0.55385 -1.22802
H 4.64281 -0.54743 -1.83384
*
```

As for the frontier orbital gap (alpha / beta): 7.9 / 5.9 eV.

***

No. 2
A 12-piece molecular cluster, C39H45BrF12NO35 overall, computed with ωB97M-V/def2-TZVPD.

Structure (ORCA input):
```
! wB97M-V def2-TZVPD RIJCOSX def2/J DEFGRID3
* xyz 1 1
C 3.51082 -6.81058 1.08404
C 3.51192 -5.35105 0.41343
C 2.56387 -4.27723 1.12130
F 3.20119 -3.57722 2.21828
N 1.20768 -4.80130 1.53564
Br 1.04616 -4.78802 3.44161
C 0.11528 -3.84986 1.01907
O -1.09182 -4.17122 1.74744
C -2.02823 -4.89752 0.92983
C -2.46362 -6.43141 1.20675
O -2.57990 -4.35243 -0.06577
H 2.50837 -7.14721 1.51721
H 3.75207 -7.55760 0.23385
H 4.30812 -6.97223 1.88146
H 4.58915 -4.94322 0.49651
H 3.28748 -5.42006 -0.70975
H 2.36276 -3.45089 0.33549
H 0.96492 -5.72965 1.14731
H -0.06463 -4.12014 -0.07892
H 0.41009 -2.75403 1.12138
H -3.60781 -6.51937 1.08019
H -2.20609 -6.78264 2.26498
H -1.94296 -7.12540 0.44196
C 0.77917 -0.37784 -2.00501
C 1.33232 -0.30847 -0.62084
O 2.17776 -1.44028 -0.54955
C 2.60761 -1.64931 -1.82993
O 3.53743 -2.34554 -2.11885
O 1.85174 -0.96449 -2.73349
F 0.34526 -0.44957 0.30582
H -0.10005 -1.02066 -2.07638
H 0.52711 0.60472 -2.40034
H 1.91082 0.59595 -0.41287
C -3.56232 -1.49849 -0.84266
C -3.74494 -0.08919 -0.39038
O -2.63546 0.57915 -0.96348
C -2.34221 -0.11413 -2.09572
O -1.63900 0.29833 -2.97341
O -2.94372 -1.33448 -2.11290
F -3.65337 0.00720 0.95691
H -2.89795 -2.06982 -0.18983
H -4.50987 -2.03155 -0.93175
H -4.67343 0.37523 -0.73348
C 3.09664 4.42331 -2.96480
C 1.78849 3.74960 -2.70387
O 2.16311 2.57722 -2.00372
C 3.31097 2.90229 -1.34446
O 3.77134 2.25789 -0.44397
O 3.86390 4.04676 -1.82642
F 1.18869 3.38603 -3.86243
H 3.58697 4.05714 -3.87023
H 3.00056 5.50266 -3.03238
H 1.09350 4.33513 -2.09496
C -1.94883 2.45673 2.23459
C -0.67935 3.21845 2.44636
O -1.09562 4.33676 3.20137
C -2.17933 3.91206 3.91237
O -2.63387 4.49080 4.85348
O -2.67584 2.74035 3.42120
F -0.17262 3.65795 1.26805
H -2.51444 2.81183 1.36849
H -1.77812 1.38476 2.12591
H 0.08921 2.66820 2.99748
C 4.60571 -2.26480 4.94189
C 4.47731 -1.82465 6.36398
O 5.18735 -2.82011 7.07545
C 6.14155 -3.26982 6.21326
O 7.09402 -3.91428 6.54105
O 5.88038 -2.88909 4.92891
F 3.17719 -1.84973 6.76618
H 3.84216 -2.99435 4.65458
H 4.57174 -1.42792 4.24256
H 4.91309 -0.84048 6.57128
C -3.12200 1.48503 -6.86007
C -1.84333 2.22629 -6.63345
O -2.25209 3.35231 -5.88169
C -3.34724 2.94495 -5.18579
O -3.80532 3.53219 -4.24630
O -3.85709 1.78266 -5.68054
F -1.31715 2.65703 -7.80343
H -3.67180 1.84915 -7.73239
H -2.96785 0.41027 -6.96646
H -1.09036 1.66431 -6.07326
C -3.65266 -3.96344 -4.19886
C -2.78337 -5.04620 -4.75363
O -3.23680 -5.17425 -6.08461
C -3.70089 -3.93915 -6.43048
O -3.91320 -3.59156 -7.55380
O -3.88551 -3.14634 -5.33634
F -2.99699 -6.22032 -4.11013
H -4.60745 -4.34089 -3.82148
H -3.16032 -3.39968 -3.40539
H -1.71465 -4.81141 -4.75029
C 4.91986 8.49757 -2.19125
C 5.28384 9.24655 -3.43327
O 5.30978 8.23696 -4.42300
C 4.41756 7.29774 -4.00752
O 3.97231 6.43470 -4.71028
O 4.08569 7.46284 -2.69512
F 6.52163 9.78264 -3.33197
H 5.78840 8.05498 -1.69576
H 4.38450 9.11864 -1.47178
H 4.56660 10.02179 -3.71803
C 7.01374 2.44994 8.37031
C 7.27365 3.23293 7.12376
O 7.31132 2.23699 6.12027
C 6.49696 1.24372 6.56518
O 6.06898 0.36168 5.87182
O 6.21875 1.37338 7.89077
F 8.48091 3.84019 7.17395
H 7.92912 2.05388 8.81847
H 6.47763 3.02989 9.12268
H 6.49945 3.96742 6.88365
C -4.74963 -1.16186 4.49159
C -5.09380 -2.61551 4.42877
O -6.01254 -2.68399 3.35856
C -5.67160 -1.66360 2.52127
O -6.04610 -1.57054 1.38876
O -4.84427 -0.76708 3.12972
F -5.71904 -3.01722 5.55963
H -5.46240 -0.58476 5.08713
H -3.74553 -0.98798 4.88161
H -4.24167 -3.27117 4.22410
C -7.78075 2.46054 -3.65370
C -6.55084 2.97109 -2.97385
O -6.48589 2.19154 -1.79500
C -7.07452 1.00658 -2.11291
O -6.96379 0.00714 -1.46107
O -7.79445 1.09265 -3.26551
F -6.69401 4.27126 -2.62378
H -8.69295 2.94873 -3.29884
H -7.72920 2.56037 -4.73876
H -5.62924 2.84126 -3.54850
*
```

As for the frontier orbital gap: 7.6 eV.

***

Going through the records in order, we get ΔE to the lowest compared entry with this formula, charge and spin values of 0.00 0.00 kcal/mol.